(1)
This record from the Open Molecules 2025 dataset describes C36H49GeO3Ru as an isolated structure. The level of theory is ωB97M-V/def2-TZVPD.

Summary:
Highest occupied orbital energy (alpha / beta) (eV): -9.1 / -11.3
Calculated total energy (hartree): -3798.4344
Expectation value of S²: 6.054

ORCA input file:
```
! RIJCOSX wB97M-V def2-TZVPD def2/J DEFGRID3
* xyz 1 5
Ru 0.0808 -0.5757 0.1276
C -1.8869 1.4460 2.1712
C -1.3971 0.0433 2.3818
C -1.7559 -0.9902 1.4854
C -1.3719 -2.3318 1.7361
C -1.8348 -3.4381 0.8299
C -0.6371 -2.6124 2.8769
C -0.2237 -1.6024 3.7389
C 0.6759 -1.9277 4.8901
C -0.6032 -0.2842 3.4739
H -1.1282 2.0472 1.6706
H -2.1141 1.9135 3.1284
H -2.7815 1.4661 1.5536
H -2.5075 -0.7960 0.7267
H -1.7706 -3.1660 -0.2243
H -2.8798 -3.6785 1.0388
H -1.2454 -4.3405 0.9830
H -0.3398 -3.6333 3.0798
H 1.7072 -1.9776 4.5289
H 0.4367 -2.8998 5.3185
H 0.6261 -1.1704 5.6703
H -0.3046 0.4992 4.1610
C 1.3130 -1.0352 -3.8378
C 1.6326 -1.4742 -2.4177
C 3.1277 -1.6371 -2.2147
C 0.8836 -2.7451 -2.0521
O 1.1933 -0.4033 -1.5155
Ge 0.4949 1.4576 -1.8831
O 0.8015 1.5677 -0.0367
C 1.8150 2.3930 0.6141
C 1.1816 3.7366 0.9406
C 2.9938 2.5726 -0.3355
C 2.2609 1.6840 1.8776
O -1.1160 0.6176 -1.3015
C -2.3639 0.5434 -2.0441
C -2.6654 -0.9170 -2.3394
C -2.2194 1.3205 -3.3456
C -3.4646 1.1702 -1.1998
H 1.6114 -1.8106 -4.5437
H 0.2425 -0.8614 -3.9650
H 1.8514 -0.1229 -4.0981
H 3.5191 -2.3925 -2.8978
H 3.6455 -0.6978 -2.4134
H 3.3521 -1.9467 -1.1956
H 1.2186 -3.5747 -2.6759
H 1.0853 -3.0210 -1.0129
H -0.1918 -2.6263 -2.2002
H 0.7478 4.1894 0.0477
H 0.4021 3.6322 1.6940
H 1.9348 4.4199 1.3346
H 2.7187 3.1475 -1.2215
H 3.8008 3.1094 0.1641
H 3.3803 1.6000 -0.6492
H 1.4025 1.4320 2.5029
H 2.7926 0.7636 1.6502
H 2.9202 2.3373 2.4511
H -1.9190 -1.3418 -3.0113
H -2.6786 -1.5026 -1.4182
H -3.6428 -1.0211 -2.8112
H -1.4228 0.9144 -3.9725
H -3.1482 1.2588 -3.9133
H -2.0149 2.3769 -3.1618
H -3.7201 0.5507 -0.3400
H -3.1554 2.1533 -0.8452
H -4.3719 1.2897 -1.7926
C 1.5244 -1.4421 1.0728
C 2.4893 -2.1338 1.3965
C 3.5382 -2.9254 1.8611
C 4.8964 -2.6629 1.4143
C 5.8867 -3.6558 1.4662
C 7.1646 -3.4023 1.0010
C 7.4878 -2.1587 0.4736
C 6.5157 -1.1676 0.4047
C 5.2368 -1.4170 0.8643
C 3.1861 -3.9936 2.8063
C 3.9454 -4.2260 3.9574
C 3.5658 -5.2014 4.8649
C 2.4295 -5.9669 4.6383
C 1.6678 -5.7461 3.4981
C 2.0389 -4.7638 2.5954
H 5.6421 -4.6376 1.8467
H 7.9121 -4.1834 1.0401
H 8.4888 -1.9643 0.1132
H 6.7603 -0.1964 -0.0046
H 4.4837 -0.6415 0.8128
H 4.8218 -3.6215 4.1502
H 4.1578 -5.3618 5.7559
H 2.1418 -6.7341 5.3443
H 0.7900 -6.3508 3.3085
H 1.4569 -4.5995 1.6960
*
```

Mulliken atomic charge list, values in e, 5 entries: number 1, Ru, carries 0.757; number 2, C, carries -1.682; number 3, C, carries 2.495; number 4, C, carries -2.729; number 5, C, carries 1.006

=====

(2)
This record from the Open Molecules 2025 dataset describes C36H49N3O2PRe as an isolated structure. The level of theory is ωB97M-V/def2-TZVPD.

Summary:
Highest occupied orbital energy (alpha / beta) (eV): -16.9 / -17.0
Calculated total energy (hartree): -2134.7060
Expectation value of S²: 3.791

ORCA input file:
```
! RIJCOSX wB97M-V def2-TZVPD def2/J DEFGRID3
* xyz 3 4
Re 1.7992 -1.1547 -0.4208
C 2.8434 -0.5282 3.8760
C 2.1711 -1.5985 4.4507
C 1.4684 -2.4887 3.6587
C 1.4173 -2.3077 2.2775
C 2.0663 -1.1924 1.6959
C 2.7891 -0.3276 2.5018
C 0.7644 -3.2381 1.3592
C 0.2237 -4.4833 1.7167
C -0.3565 -5.2743 0.7548
C -0.3945 -4.8410 -0.5883
C -0.9762 -5.5788 -1.6399
C -0.9462 -5.0969 -2.9270
C -0.3166 -3.8794 -3.2234
C 0.2524 -3.1346 -2.2218
C 0.2141 -3.5874 -0.8857
N 0.7594 -2.8217 0.0868
H 3.3899 0.1653 4.4965
H 2.1982 -1.7488 5.5172
H 0.9499 -3.3155 4.1161
H 3.3234 0.5119 2.0776
H 0.2750 -4.8148 2.7401
H -0.7766 -6.2303 1.0288
H -1.4487 -6.5233 -1.4150
H -1.3960 -5.6624 -3.7263
H -0.2782 -3.5374 -4.2463
H 0.7539 -2.1982 -2.4687
N 3.4320 1.0707 -1.9495
C 2.8741 0.3510 -1.2318
H 3.9317 1.6975 -2.5474
C 5.4257 -1.4224 0.3438
C 4.6527 -2.6446 -0.0301
N 5.2634 -3.8095 0.0761
O 3.4631 -2.6077 -0.4417
H 5.9162 -1.5500 1.3052
H 4.7717 -0.5532 0.3886
H 6.2025 -1.2572 -0.4019
H 6.2302 -3.8816 0.3615
H 4.7886 -4.6699 -0.1631
O -0.0730 -0.0053 -0.6124
P -0.9832 1.2099 -0.4007
C 0.1653 2.6668 -0.0533
C -0.4851 3.9934 0.3411
C 0.5764 4.9432 0.9034
C 1.1690 4.4302 2.2155
C 0.9547 2.9267 2.3606
C 1.1804 2.2359 1.0174
C -2.0972 1.2682 -1.8974
C -2.7757 2.6065 -2.1862
C -1.8959 3.5666 -2.9891
C -1.4119 2.9003 -4.2660
C -0.5860 1.6719 -3.9113
C -1.4530 0.6713 -3.1487
C -1.9402 0.8789 1.1829
C -2.2235 -0.6133 1.3828
C -3.5155 -1.0949 0.7313
C -4.6983 -0.2528 1.1847
C -4.4756 1.2103 0.8311
C -3.1782 1.7419 1.4277
H 0.6876 2.7927 -1.0102
H -1.2373 3.8412 1.1132
H -0.9635 4.4623 -0.5165
H 0.1226 5.9218 1.0670
H 1.3656 5.0888 0.1609
H 0.7144 4.9383 3.0697
H 2.2344 4.6701 2.2596
H -0.0575 2.7305 2.7187
H 1.6393 2.5178 3.1034
H 1.1467 1.1508 1.1614
H 2.1868 2.4887 0.6776
H -2.8766 0.5607 -1.5731
H -3.1112 3.0929 -1.2678
H -3.6647 2.3925 -2.7844
H -1.0253 3.8711 -2.4055
H -2.4805 4.4577 -3.2193
H -0.8133 3.6067 -4.8447
H -2.2604 2.6175 -4.8903
H 0.2747 1.9617 -3.2990
H -0.2164 1.1961 -4.8200
H -0.8726 -0.2152 -2.8858
H -2.2591 0.3485 -3.8083
H -1.1757 1.1589 1.9207
H -2.3009 -0.7839 2.4601
H -1.3724 -1.1972 1.0205
H -3.6808 -2.1400 0.9986
H -3.4296 -1.0509 -0.3597
H -4.8158 -0.3436 2.2673
H -5.6182 -0.6138 0.7254
H -5.3011 1.8154 1.2051
H -4.4798 1.3134 -0.2554
H -3.3148 1.7949 2.5116
H -3.0161 2.7655 1.0842
*
```

Mulliken atomic charge list, values in e, 5 entries: number 1, Re, carries 1.270; number 2, C, carries -0.773; number 3, C, carries -1.035; number 4, C, carries -0.507; number 5, C, carries 0.503

=====

(3)
This record from the Open Molecules 2025 dataset describes C36H49N8O4S3Tl as an isolated structure. The level of theory is ωB97M-V/def2-TZVPD.

Summary:
Highest occupied orbital energy (eV): 0.1
Calculated total energy (hartree): -3507.1463

ORCA input file:
```
! RIJCOSX wB97M-V def2-TZVPD def2/J DEFGRID3
* xyz -2 1
Tl 1.3946 -0.2948 0.9971
C 3.0756 3.9898 2.7059
C 2.4218 2.8880 1.8809
N 2.7515 1.6418 2.0512
N 3.8410 1.4086 2.7686
C 4.3418 0.1928 2.9190
N 5.4964 0.2588 3.5997
S 3.9057 -1.3102 2.2115
C 1.3505 3.2941 0.9746
C 1.2709 4.6405 0.4728
C 0.1487 5.0177 -0.2796
C -0.8911 4.0905 -0.5331
C -0.6879 2.7936 -0.0914
N 0.3674 2.4229 0.6660
H 3.9291 3.6190 3.2479
H 2.3220 4.3437 3.4614
H 3.3731 4.7881 2.0561
H 5.7912 1.0848 4.0880
H 5.9779 -0.5995 3.8334
H 2.1121 5.2893 0.6715
H 0.0009 6.0095 -0.6711
H -1.7250 4.4212 -1.1509
H -1.3766 1.9907 -0.2873
C -1.2732 -2.4104 -1.8736
O -2.0035 -3.6157 -1.4334
C -1.4761 -4.1825 -0.3275
C -1.4060 -5.5943 -0.2545
C -1.0293 -6.3019 0.8853
C -0.8104 -5.5755 2.0658
C -0.7770 -4.1704 2.0772
C -0.5351 -3.5943 3.3080
N -0.2471 -2.2861 3.4483
N 0.0929 -1.8428 4.6131
C 0.3478 -0.5013 4.5126
O 0.4805 0.1856 3.4816
C 0.5479 0.0984 5.8575
C 0.6748 -0.7004 6.9868
C 0.7458 -0.1211 8.2701
C 0.7144 1.2714 8.4145
C 0.6227 2.0741 7.2675
C 0.5536 1.4908 6.0180
C -1.0959 -3.3625 0.8823
O -1.1934 -2.1194 0.9746
H -1.7400 -2.2094 -2.8431
H -0.2187 -2.6931 -1.9514
H -1.4852 -1.6307 -1.1316
H -1.7448 -6.0531 -1.1660
H -0.9321 -7.4081 0.9096
H -0.7022 -6.1538 2.9812
H -0.5470 -4.2288 4.1981
H 0.7232 -1.7780 6.8983
H 0.9562 -0.7956 9.1011
H 0.7393 1.7198 9.3943
H 0.5431 3.1554 7.3555
H 0.4129 2.0685 5.0968
C 2.5952 -4.0582 -5.2762
C 3.5927 -3.1816 -4.4965
C 3.6684 -1.6978 -4.8884
C 2.9904 -0.7427 -3.8894
N 1.8568 -0.0161 -4.4634
C 1.3605 1.1258 -3.9608
S 2.1840 2.0587 -2.7820
N 0.1705 1.4794 -4.5784
C -0.0397 1.5467 -6.0164
C -1.0073 0.4964 -6.6547
C -2.4189 0.4045 -6.0940
C -3.3867 1.6217 -6.2917
H 2.8463 -5.1224 -5.0950
H 2.6344 -3.8492 -6.3665
H 1.5508 -3.9497 -4.9323
H 4.5693 -3.6428 -4.6138
H 3.3358 -3.2386 -3.4266
H 3.2452 -1.5590 -5.8770
H 4.7107 -1.3327 -5.0346
H 3.6700 0.0434 -3.5680
H 2.7024 -1.2097 -2.9449
H 1.1767 -0.6093 -5.0006
H -0.2772 2.2100 -4.0532
H 0.8738 1.4725 -6.5961
H -0.4255 2.5501 -6.2204
H -0.5507 -0.5009 -6.5454
H -1.0116 0.7623 -7.7283
H -2.3557 0.1493 -5.0195
H -2.8915 -0.4875 -6.5119
H -3.0143 2.4981 -5.7671
H -4.4295 1.3799 -5.9445
H -3.4943 1.9219 -7.3365
O -2.8140 2.1310 4.1491
S -3.0410 1.9470 2.6822
C -4.6575 2.7363 2.2790
C -5.4113 1.8472 1.3474
C -4.8961 0.3241 1.4590
C -3.5679 0.2346 2.1414
H -4.4273 3.7709 1.9554
H -5.1247 2.7417 3.2999
H -5.2545 2.1748 0.3165
H -6.4921 1.8883 1.5698
H -4.9032 -0.1747 0.4823
H -5.6332 -0.2792 2.0330
H -2.7533 -0.1900 1.6058
H -3.5848 -0.3902 3.0441
*
```

Mulliken atomic charge list, values in e, 5 entries: number 1, Tl, carries 0.678; number 2, C, carries -1.376; number 3, C, carries 0.296; number 4, N, carries 0.802; number 5, N, carries -1.193

=====

(4)
This record from the Open Molecules 2025 dataset describes C36H50As2BrIN4SSb2Se3SmTe as an isolated structure. The level of theory is ωB97M-V/def2-TZVPD.

Summary:
Highest occupied orbital energy (alpha / beta) (eV): -9.0 / -9.0
Calculated total energy (hartree): -17972.6629
Expectation value of S²: 9.053

ORCA input file:
```
! RIJCOSX wB97M-V def2-TZVPD def2/J DEFGRID3
* xyz 1 6
Sm 2.9141 -2.9789 -1.6437
C 2.8287 -4.2257 3.0989
C 3.0102 -3.5098 1.7774
N 3.0642 -4.0633 0.5280
N 3.0816 -5.4280 0.5089
C 2.4771 -6.1535 -0.5186
N 2.5246 -7.5143 -0.3211
S 1.7315 -5.4427 -1.8509
C 3.0032 -2.0372 1.7090
C 3.3766 -1.2620 2.8424
C 3.2593 0.1131 2.7559
C 2.6915 0.6443 1.5971
C 2.4500 -0.1343 0.5104
N 2.6637 -1.4430 0.4830
H 2.5861 -5.2549 2.8221
H 1.9119 -3.8121 3.5658
H 3.6719 -4.2497 3.7672
H 3.6661 -5.9418 1.1304
H 3.3189 -7.7985 0.2746
H 2.3848 -8.0802 -1.1443
H 3.7453 -1.7450 3.7485
H 3.5548 0.7518 3.5558
H 2.3164 1.6514 1.6583
H 1.9560 0.3465 -0.3758
Se 5.3433 -3.8649 -3.0916
Se 3.8918 -2.5941 -4.4305
Te 0.8275 -2.8276 -4.4652
Se 0.3075 -1.5900 -2.4745
C -2.2815 -2.7477 4.3734
As -1.8988 -2.3373 2.4214
C -1.4842 -4.3018 2.3143
C -3.8325 -2.5559 1.9083
C -4.8410 -3.1567 2.7317
C -6.1825 -2.8202 2.6381
C -6.5789 -1.8438 1.7068
C -5.6516 -1.3626 0.7770
C -4.3096 -1.8381 0.8409
As -2.9984 -1.5249 -0.5855
C -4.0350 -1.3692 -2.2610
C -2.4372 -3.3207 -1.1862
H -2.4673 -3.8045 4.5016
H -3.1365 -2.1400 4.7699
H -1.3438 -2.4653 4.8774
H -2.4046 -4.9338 2.3424
H -0.7478 -4.5457 3.1802
H -1.0008 -4.4877 1.4110
H -4.5939 -3.9491 3.4556
H -6.8766 -3.1517 3.4042
H -7.5626 -1.4695 1.6132
H -5.9366 -0.5019 0.1097
H -5.0650 -1.4462 -1.9529
H -3.8681 -2.1764 -2.9499
H -3.9104 -0.4475 -2.8639
H -2.8270 -4.2397 -0.7739
H -1.3922 -3.1516 -0.8740
H -2.3893 -3.3440 -2.2813
C -4.1283 3.5933 2.3240
Sb -2.0542 3.1239 1.7327
C -1.3630 3.6946 3.7622
C -1.2765 4.9889 0.6770
C -2.0735 5.2822 -0.5427
C -3.2663 6.0331 -0.3288
C -4.1353 6.3931 -1.3303
C -3.7263 6.1921 -2.6569
C -2.4647 5.7084 -2.9818
C -1.6797 5.1074 -1.9329
C -0.3382 4.5778 -2.3538
Sb -0.2921 2.4374 -2.9927
C -2.2193 2.6133 -3.9835
C 1.0168 2.7937 -4.6706
H -4.7140 3.6572 1.3759
H -4.1046 4.5297 2.8638
H -4.5769 2.7783 2.9345
H -1.7422 4.7368 3.9479
H -0.2349 3.6324 3.8276
H -1.8211 3.0485 4.5491
H -0.2168 4.7308 0.5675
H -1.4551 5.7720 1.3888
H -3.4903 6.4582 0.6635
H -5.0608 6.8543 -1.0849
H -4.3634 6.5031 -3.5146
H -2.1908 5.6218 -4.0367
H 0.3512 4.6253 -1.5135
H 0.1265 5.1783 -3.2040
H -2.1846 3.3456 -4.7902
H -2.9651 2.9705 -3.2504
H -2.5532 1.6873 -4.4223
H 0.5566 3.6013 -5.3154
H 1.1019 1.7807 -5.1745
H 2.0463 3.0791 -4.3875
Br 6.5280 3.1476 -3.8390
C 7.0511 2.2452 -2.2788
C 8.4491 2.0965 -1.9689
C 8.8674 1.2855 -0.9505
C 7.9395 0.6141 -0.1269
C 6.5964 0.7248 -0.4401
C 6.1470 1.5297 -1.5056
I 4.2674 1.0255 -2.2871
H 9.1335 2.7402 -2.4783
H 9.9328 1.1549 -0.8266
H 8.2231 0.0245 0.7280
H 5.8512 0.1591 0.1611
*
```

Mulliken atomic charge list, values in e, 5 entries: number 1, Sm, carries 1.020; number 2, C, carries -1.391; number 3, C, carries 0.286; number 4, N, carries -0.154; number 5, N, carries -0.399

=====

What is the calculated total energy in the fourth record?
-17972.6629 hartree

=====

calculated total energy of number 1 (C36H49GeO3Ru)?
-3798.4344 hartree

=====

What is the calculated total energy in the third record?
-3507.1463 hartree

=====

calculated total energy of number 3 (C36H49N8O4S3Tl)?
-3507.1463 hartree